Below is one molecule with the formula CH5O3P, with properties calculated with ωB97M-V/def2-TZVPD.

Summary:
structure (SMILES)	COO[PH2]=O
energy	-16545.907	eV
charge	0
molar mass	96.02	g/mol
HOMO level	-0.4021	Eh
energy above the lowest of the compared OMol25 structures with the same formula, charge and spin	100.0	kcal per mole

Positions of all 10 atoms, in Å:
C1 0.54242 1.46815 0.62420
O1 0.45661 0.09080 0.96290
O2 0.63080 -0.70447 -0.20314
P1 -0.67366 -1.41467 -0.72104
O3 -0.16732 -2.20303 -1.80355
H1 1.28922 1.65707 -0.02065
H2 0.95744 1.87651 1.50450
H3 -0.37212 1.75066 0.24958
H4 -1.21714 -2.12013 0.25575
H5 -1.44625 -0.40091 -0.84855